w) Density functional theory data (ωB97M-V with the def2-TZVPD basis set) for an isolated ion of composition C10H11N2O2S and charge +1.

Last column: Mulliken charge in e.
Positions of all 26 atoms, in Å:
C: 2.2254 1.1553 0.1115  -0.8638
C: 0.8611 1.3604 0.1173  -0.4137
C: 1.7880 -1.2535 0.0506  -0.7341
C: 0.4006 -1.0393 0.1250  0.5726
C: 2.6354 -0.1749 0.0681  -0.1638
C: -0.0368 0.2676 0.0963  0.2765
C: -1.9191 -1.7661 -0.1307  0.2214
C: -0.5537 -2.2218 0.0488  -0.7962
C: -2.0765 1.2597 -1.2262  -1.0381
C: -2.2176 0.9705 1.0636  -1.1830
N: 4.0728 -0.3678 0.0093  1.0558
N: -1.4737 0.5528 -0.0991  0.4986
O: 4.7313 0.6208 0.0788  -0.6190
O: 4.3900 -1.5108 -0.0189  -0.6033
S: -3.4430 -1.8739 0.0809  -0.0502
H: 2.9149 1.8786 0.0960  0.7025
H: 0.3908 2.3997 0.0734  0.3010
H: 2.0326 -2.3131 -0.1246  0.4931
H: -0.3281 -2.8600 -0.7117  0.5261
H: -0.4303 -2.7455 0.9402  0.5239
H: -1.5540 0.9846 -2.2753  0.3038
H: -3.1581 0.8214 -1.3767  0.3362
H: -2.0073 2.2973 -1.2114  0.4438
H: -3.1370 1.3252 0.8220  0.5041
H: -2.2691 0.2422 1.9173  0.3669
H: -1.8386 1.9905 1.4754  0.3389

For the LUMO energy, the calculation gives -5.6689 eV. The HOMO energy comes out at -0.497 Eh. Its total charge is +1. The frontier orbital gap comes out at 0.28877 hartree.

***

x) Density functional theory data (ωB97M-V with the def2-TZVPD basis set) for an isolated ion of composition C10H11N2O2S and charge +1.

Last column: Mulliken charge in e.
Positions of all 26 atoms, in Å:
C: 0.9299 -3.5378 2.4517  -1.0219
C: -0.3752 -3.8932 2.1682  -0.4339
C: 1.4277 -2.3355 2.0167  -0.4660
C: -1.1690 -3.1182 1.3511  -0.7769
C: 0.6338 -1.4451 1.2679  1.0651
C: -0.6685 -1.8948 0.9087  0.7332
C: -0.0937 0.3681 -0.1042  0.0662
C: 0.1269 1.6053 -0.8604  0.7919
C: -1.8589 3.4248 -3.1184  -1.1498
C: -0.7245 3.3216 -2.0444  -0.2229
N: 1.1561 -0.3270 0.7848  0.3343
N: 2.3926 0.1549 0.8080  -0.6724
O: 1.1753 2.2088 -0.8492  -0.5856
O: -0.9927 2.0982 -1.4241  -0.2438
S: -1.3097 -0.7517 -0.2469  -0.0532
H: 1.4982 -4.1495 3.0152  0.5207
H: -0.8912 -4.7921 2.4062  0.3950
H: 2.5014 -2.1325 2.2891  0.0840
H: -2.0645 -3.5301 1.1249  0.5006
H: -2.7146 2.9026 -2.7426  0.3094
H: -2.3021 4.4018 -3.4252  0.3559
H: -1.6031 3.0562 -4.0643  0.3430
H: -0.8707 4.2279 -1.3762  0.2431
H: 0.2121 3.2216 -2.4303  0.3879
H: 3.0195 -0.2829 1.4784  0.2072
H: 2.5648 1.1985 0.6155  0.2888

For the LUMO energy (spin up / spin down), the calculation gives -5.6496 / -5.6432 eV. The HOMO energy (spin up / spin down) comes out at -0.455 / -0.455 Eh. Its total charge is +1. The frontier orbital gap (spin up / spin down) comes out at 0.24734 / 0.24786 hartree.

***

Most stable to least stable: x), w)

***

w) Density functional theory data (ωB97M-V with the def2-TZVPD basis set) for a 5-piece molecular cluster, C2H14O4 overall.

Last column: Mulliken charge in e.
Positions of all 20 atoms, in Å:
C: -0.5969 -1.4895 -1.4510  -0.6458
C: -0.9889 -0.0872 -1.8950  -0.7786
H: -1.0590 -1.7342 -0.4853  0.1579
H: 0.5177 -1.6970 -1.3241  0.0688
H: -0.9397 -2.2405 -2.0173  0.5059
H: -0.9624 0.7587 -1.0489  0.1715
H: -0.3479 0.1762 -2.7936  0.2356
H: -2.0844 -0.0593 -2.2403  0.3035
H: -2.0433 0.2073 2.8073  0.2550
H: -1.0982 -0.6668 1.9236  0.2932
O: -1.2726 0.1181 2.3697  -0.5388
H: 0.8710 1.4657 1.0558  0.3726
H: 1.0521 0.9622 -0.4469  0.2481
O: 1.4232 1.3285 0.3073  -0.6249
H: 2.6813 -1.9283 -1.0471  0.3022
H: 2.8523 -0.5210 -0.6900  0.3108
O: 2.5063 -1.3278 -0.3514  -0.6186
H: 0.3877 1.6662 2.6808  0.3761
H: -0.9238 2.5118 2.3992  0.3035
O: 0.0253 2.5569 2.2472  -0.6980

The SMILES is CC.O.O.O.O. For the LUMO energy, the calculation gives 0.4520 eV. The HOMO energy comes out at -0.390 Eh. Its total charge is 0. The frontier orbital gap comes out at 0.40630 hartree.

***

x) Density functional theory data (ωB97M-V with the def2-TZVPD basis set) for a 5-piece molecular cluster, C2H14O4 overall.

Last column: Mulliken charge in e.
Positions of all 20 atoms, in Å:
C: -1.6614 0.9786 -1.0436  -0.2768
C: -0.6711 1.6657 -1.9657  -0.8990
H: -1.7908 1.4878 -0.0848  0.1781
H: -1.3399 -0.0363 -0.7972  -0.1858
H: -2.6306 0.9253 -1.5457  0.3341
H: -0.6068 1.1807 -2.9393  0.2914
H: -1.0352 2.6812 -2.1963  0.3100
H: 0.3024 1.8208 -1.5061  0.2785
H: -0.2090 1.7561 1.6411  0.3213
H: 0.4459 1.4340 3.0472  0.3167
O: 0.5622 1.4276 2.0921  -0.6835
H: 2.3398 -2.8811 -0.1168  0.3075
H: 1.7719 -1.6552 0.4917  0.3630
O: 1.9117 -2.0783 -0.3971  -0.6482
H: -2.1387 -2.6415 -0.4472  0.3227
H: -0.7452 -1.9855 -0.0354  0.2957
O: -1.3655 -2.6898 0.1309  -0.6519
H: 1.5816 -0.1487 1.9950  0.4025
H: 3.0033 -0.3942 1.6267  0.3544
O: 2.2753 -0.8472 2.0506  -0.7306

The SMILES is CC.O.O.O.O. For the LUMO energy, the calculation gives 0.3629 eV. The HOMO energy comes out at -0.396 Eh. Its total charge is 0. The frontier orbital gap comes out at 0.40945 hartree.

***

Most stable to least stable: x), w)

***

w) Density functional theory data (ωB97M-V with the def2-TZVPD basis set) for C21H28AuCl2F3N4OSi as an isolated structure.

Last column: Mulliken charge in e.
Positions of all 61 atoms, in Å:
Au: -0.3768 -0.2113 0.4438  1.2534
Cl: 0.5269 -1.8231 -2.1796  -0.0930
C: 2.0564 -1.0020 -2.4579  -0.4360
Cl: 2.1684 0.5488 -1.5766  -0.0958
H: 2.1489 -0.7772 -3.5136  0.3791
H: 2.8628 -1.6358 -2.1104  0.3382
N: -0.4509 -2.0650 1.5432  -0.8236
C: -0.5564 -3.0991 2.0538  0.5705
N: -0.6720 -4.2649 2.6163  -0.0356
C: -1.1933 -4.3909 3.9961  -0.6029
C: -2.6270 -4.8870 3.9368  -0.4684
O: -2.7033 -6.0913 3.2023  -0.3696
C: -2.3030 -5.9149 1.8586  -0.4562
C: -0.8502 -5.4808 1.7893  -0.6071
H: -1.1091 -3.4286 4.4982  0.4421
H: -0.5603 -5.1155 4.5093  0.2720
H: -3.2765 -4.1265 3.4817  0.2981
H: -2.9926 -5.1004 4.9399  0.3649
H: -2.9482 -5.1724 1.3689  0.2956
H: -2.4346 -6.8723 1.3572  0.3608
H: -0.5292 -5.2687 0.7709  0.4393
H: -0.2022 -6.2483 2.2139  0.2688
F: -4.5620 1.6016 -4.9294  -0.2250
C: -4.3864 2.4368 -3.9001  0.7038
F: -3.9359 3.5999 -4.3747  -0.2624
F: -5.5751 2.6456 -3.3256  -0.2377
C: -3.4162 1.8350 -2.9039  0.3156
C: -3.8112 0.7514 -2.1358  -0.8106
C: -2.9080 0.2093 -1.2442  -0.3921
N: -1.6676 0.6941 -1.0912  -0.2088
C: -1.2929 1.7348 -1.8420  -0.3504
C: -2.1344 2.3358 -2.7597  -0.5965
H: -4.8037 0.3315 -2.2234  0.4675
H: -3.1747 -0.6369 -0.6270  0.5104
H: -0.2803 2.0890 -1.7075  0.3898
H: -1.7909 3.1758 -3.3460  0.5303
C: 0.4325 4.3287 1.0072  -1.1267
Si: -0.2101 2.9645 2.0914  0.1357
C: 0.0003 3.2348 3.9135  -1.0425
C: -1.9553 2.5102 1.6963  -1.0301
N: 0.8399 1.4564 1.7059  -0.1063
C: 2.1007 1.3379 1.9249  0.4676
C: 2.9766 2.4509 2.3124  0.2919
C: 4.3031 2.2509 2.5145  -1.0452
C: 4.8279 0.9483 2.3650  -0.0973
C: 4.0542 -0.1613 1.9978  -0.9078
C: 2.7229 0.0168 1.7729  0.0045
H: -0.4012 4.9957 0.7746  0.4261
H: 0.8221 3.9579 0.0568  0.3634
H: 1.2063 4.9376 1.4762  0.4271
H: -0.4312 4.2075 4.1642  0.3782
H: 1.0309 3.2339 4.2665  0.3986
H: -0.5504 2.4815 4.4798  0.3311
H: -2.6085 3.0910 2.3531  0.4638
H: -2.1727 1.4558 1.8771  0.3033
H: -2.2273 2.7455 0.6670  0.2390
H: 2.5495 3.4412 2.3950  0.2553
H: 4.9602 3.0652 2.7845  0.4689
H: 5.8866 0.8001 2.5487  0.4256
H: 4.5170 -1.1340 1.9114  0.4712
H: 2.0663 -0.8091 1.5269  0.3762

For the LUMO energy (spin up / spin down), the calculation gives -9.2100 / -9.2094 eV. The HOMO energy (spin up / spin down) comes out at -0.519 / -0.519 Eh. Its total charge is +2. The frontier orbital gap (spin up / spin down) comes out at 0.18030 / 0.18032 hartree.

***

x) Density functional theory data (ωB97M-V with the def2-TZVPD basis set) for C21H28AuCl2F3N4OSi as an isolated structure.

Last column: Mulliken charge in e.
Positions of all 61 atoms, in Å:
Au: 0.0279 0.4087 -0.1500  1.4304
Cl: -0.7631 -1.3701 -2.3355  -0.0864
C: -1.1980 -2.7529 -1.3137  -0.4268
Cl: -0.4434 -2.5942 0.2850  -0.0691
H: -0.8445 -3.6630 -1.7821  0.3883
H: -2.2726 -2.7618 -1.1792  0.3400
N: -1.4586 1.8369 -0.7093  -0.9743
C: -2.2907 2.6123 -0.9379  0.6747
N: -3.2285 3.4640 -1.2140  -0.0391
C: -3.3407 4.7479 -0.5016  -0.6022
C: -2.7973 5.8553 -1.4063  -0.4730
O: -3.4599 5.8512 -2.6502  -0.3682
C: -3.3035 4.6358 -3.3473  -0.4688
C: -3.8763 3.4710 -2.5394  -0.6019
H: -2.7935 4.7112 0.4383  0.4318
H: -4.3992 4.9253 -0.3076  0.2798
H: -1.7162 5.7076 -1.5429  0.2965
H: -2.9703 6.8305 -0.9561  0.3710
H: -2.2407 4.4388 -3.5487  0.2962
H: -3.8345 4.7394 -4.2912  0.3693
H: -3.7022 2.5249 -3.0484  0.4267
H: -4.9460 3.6151 -2.3852  0.2821
F: 5.9050 -1.1373 -3.8498  -0.2255
C: 5.9542 -0.7277 -2.5775  0.6819
F: 6.6404 -1.6270 -1.8690  -0.2617
F: 6.6185 0.4359 -2.5419  -0.2401
C: 4.5556 -0.5412 -2.0272  0.3152
C: 3.7932 0.5272 -2.4774  -0.8286
C: 2.5339 0.7049 -1.9382  -0.3847
N: 2.0319 -0.1125 -1.0046  -0.2168
C: 2.7599 -1.1544 -0.6000  -0.3693
C: 4.0297 -1.4104 -1.0873  -0.6095
H: 4.1763 1.2026 -3.2294  0.4635
H: 1.9056 1.5213 -2.2676  0.5210
H: 2.3057 -1.8035 0.1365  0.4073
H: 4.5925 -2.2651 -0.7407  0.5249
C: 2.2415 -0.8680 3.8021  -1.1717
Si: 1.4689 0.6896 3.0594  0.1039
C: 0.8640 1.9635 4.3115  -1.0587
C: 2.6654 1.4892 1.8554  -1.0671
N: 0.0043 0.1832 2.1386  -0.0262
C: -1.0904 -0.2873 2.6808  0.5846
C: -1.1254 -0.7160 4.0645  0.2247
C: -2.2780 -1.1722 4.6285  -1.0272
C: -3.4594 -1.2382 3.8711  -0.2057
C: -3.4657 -0.8555 2.5203  -0.9452
C: -2.3229 -0.3975 1.9336  -0.0563
H: 3.3209 -0.7229 3.8576  0.4242
H: 2.0444 -1.7530 3.1944  0.3765
H: 1.8853 -1.0639 4.8149  0.4294
H: 1.6525 2.1381 5.0455  0.3802
H: -0.0320 1.6384 4.8424  0.4190
H: 0.6449 2.9129 3.8217  0.3334
H: 3.2307 2.2689 2.3701  0.4785
H: 2.1542 1.9552 1.0126  0.2569
H: 3.3835 0.7650 1.4700  0.2641
H: -0.2129 -0.6962 4.6451  0.2145
H: -2.2837 -1.4919 5.6619  0.4641
H: -4.3761 -1.5854 4.3313  0.4537
H: -4.3811 -0.9185 1.9478  0.4644
H: -2.3244 -0.0658 0.9039  0.4315

For the LUMO energy, the calculation gives -9.5052 eV. The HOMO energy comes out at -0.519 Eh. Its total charge is +2. The frontier orbital gap comes out at 0.16928 hartree.

***

Most stable to least stable: w), x)

***

w) Density functional theory data (ωB97M-V with the def2-TZVPD basis set) for C4H6NP as an isolated structure.

Last column: Mulliken charge in e.
Positions of all 12 atoms, in Å:
C: 0.7380 1.1968 0.3501  -0.2341
C: 1.8927 1.2001 -0.3110  -0.2859
C: 0.3501 -0.1806 0.3787  -0.0580
C: -0.4682 -0.6935 -0.8525  -1.2862
N: 2.6289 0.0339 -0.5812  -0.4594
P: 1.8180 -1.2255 -0.0025  0.1196
H: -0.0194 2.0604 0.5931  0.2937
H: 2.4446 2.1771 -0.2910  0.3266
H: -0.6670 -1.7556 -0.8089  0.3432
H: 0.1852 -0.4607 -1.6437  0.4372
H: -1.3569 -0.1054 -1.0424  0.3329
H: -0.0515 -0.6687 1.3024  0.4704

For the LUMO energy, the calculation gives -0.3714 eV. The HOMO energy comes out at -0.329 Eh. Its total charge is 0. The frontier orbital gap comes out at 0.31523 hartree.

***

x) Density functional theory data (ωB97M-V with the def2-TZVPD basis set) for a 2-piece molecular cluster, C4H6NP overall.

Last column: Mulliken charge in e.
Positions of all 12 atoms, in Å:
C: 0.5525 1.7695 1.4946  -0.6710
C: 1.1230 0.8599 0.7403  -0.2300
C: 0.4874 -0.1637 -0.0364  0.6942
C: 0.8879 -0.9991 -0.9224  -0.5690
N: -1.3370 -2.1862 -1.7659  -0.3117
P: -2.1725 -1.1613 -1.0351  0.2232
H: 1.0532 2.7273 1.9043  0.2275
H: -0.4692 1.6698 1.5351  0.3115
H: 2.1501 0.6804 0.6959  0.3127
H: -0.6114 -0.1370 -0.0101  -0.3746
H: 1.7782 -1.3018 -1.4382  0.3030
H: -3.4422 -1.7578 -1.1623  0.0844

For the LUMO energy (spin up / spin down), the calculation gives -0.7877 / -0.3543 eV. The HOMO energy (spin up / spin down) comes out at -0.330 / -0.340 Eh. Its total charge is 0. The frontier orbital gap (spin up / spin down) comes out at 0.30119 / 0.32651 hartree.

***

Most stable to least stable: w), x)